Entry 1:
Density functional theory data (wB97M-V/def2-TZVPD) for a structure of composition C7H10NP at a distorted geometry.

The geometry in XYZ format:
```
19
Properties=species:S:1:pos:R:3:nbo_charge:R:1
C 2.258 -1.148 0.140 0.07
C 0.858 -1.105 -0.009 -0.10
C 0.441 0.243 -0.149 -0.25
C -1.900 1.016 0.694 -0.41
C -1.308 2.157 -0.189 -0.42
C -0.917 0.642 -0.377 -0.30
C -0.048 -2.262 -0.003 -0.64
N 2.978 -0.053 0.180 -0.72
P 1.905 1.238 0.289 0.78
H 2.694 -2.106 0.185 0.18
H -1.555 1.011 1.751 0.23
H -2.959 0.673 0.412 0.23
H -1.884 2.678 -1.008 0.23
H -0.407 2.676 0.205 0.21
H -1.355 0.153 -1.218 0.23
H -0.945 -1.905 -0.318 0.22
H -0.343 -2.494 1.035 0.23
H 0.209 -3.211 -0.591 0.23
H 2.278 1.796 -1.029 0.00
```

Results
**Strongest force on any atom**: 3.42 eV/Å
**Orbital gap**: 9.031 eV
**Relative energy (zero: lowest compared OMol25 entry of this formula, charge and spin)**: 23.6 kcal/mol
**DFT total energy**: -18197.579 eV

=====

Entry 2:
Density functional theory data (wB97M-V/def2-TZVPD) for a structure of composition C39H38As2N5OS2Ti.

The geometry in XYZ format:
```
88
Properties=species:S:1:pos:R:3:mulliken_charge:R:1
Ti -0.458 -0.018 -0.099 0.66
C -2.382 -3.037 -2.677 -2.10
C -1.520 -2.278 -1.726 1.03
N -1.154 -1.051 -1.877 0.98
N -1.482 -0.336 -2.989 -0.64
C -0.833 0.845 -3.216 0.33
N -1.117 1.421 -4.387 -0.38
S 0.245 1.534 -2.142 -0.19
C -0.899 -2.950 -0.543 0.54
C -1.128 -4.276 -0.252 -0.93
C -0.412 -4.851 0.807 -0.81
C 0.488 -4.079 1.507 -0.93
C 0.643 -2.735 1.160 -0.29
N -0.036 -2.179 0.165 0.60
H -3.119 -2.395 -3.161 0.59
H -2.943 -3.817 -2.169 0.46
H -1.768 -3.515 -3.445 0.35
H -2.028 -0.785 -3.710 0.23
H -1.722 1.014 -5.081 0.18
H -0.670 2.295 -4.614 0.25
H -1.821 -4.875 -0.818 0.36
H -0.568 -5.891 1.056 0.46
H 1.069 -4.482 2.323 0.52
H 1.307 -2.080 1.711 0.37
C 1.353 -1.554 4.682 -0.58
C 0.057 -1.492 4.425 -0.56
As 0.230 2.291 1.698 0.46
C 0.886 3.036 3.342 0.13
C 1.235 4.383 3.444 -0.33
C 1.645 4.896 4.665 -0.84
C 1.711 4.076 5.783 -0.60
C 1.350 2.740 5.685 -0.59
C 0.928 2.225 4.470 0.06
C 0.188 3.819 0.513 0.41
C -0.983 4.572 0.505 -0.49
C -1.076 5.704 -0.291 -0.79
C -0.006 6.087 -1.087 -0.63
C 1.162 5.340 -1.082 -0.71
C 1.261 4.211 -0.280 -0.03
As 2.043 0.658 0.893 0.52
C 3.194 0.990 -0.640 0.81
C 3.179 0.022 -1.640 -0.39
C 4.067 0.095 -2.704 -0.72
C 4.972 1.141 -2.780 -0.65
C 5.002 2.104 -1.779 -0.88
C 4.127 2.024 -0.708 -0.10
C 3.330 0.957 2.314 0.61
C 3.957 -0.160 2.864 -0.61
C 4.965 -0.005 3.805 -0.73
C 5.355 1.266 4.196 -0.76
C 4.746 2.380 3.636 -0.91
C 3.739 2.229 2.695 -0.06
H 1.904 -2.481 4.585 0.34
H 1.918 -0.694 5.022 0.23
H -0.527 -0.589 4.547 0.31
H -0.503 -2.365 4.110 0.35
H 1.202 5.034 2.578 0.43
H 1.917 5.940 4.739 0.44
H 2.032 4.481 6.733 0.43
H 1.393 2.099 6.555 0.47
H 0.653 1.178 4.403 -0.08
H -1.822 4.297 1.136 0.52
H -1.982 6.296 -0.278 0.43
H -0.080 6.974 -1.701 0.42
H 2.004 5.638 -1.693 0.47
H 2.178 3.638 -0.283 0.24
H 2.485 -0.814 -1.587 0.25
H 4.057 -0.672 -3.467 0.46
H 5.665 1.198 -3.607 0.42
H 5.719 2.913 -1.823 0.44
H 4.193 2.764 0.078 0.32
H 3.665 -1.160 2.562 0.43
H 5.447 -0.877 4.227 0.46
H 6.138 1.389 4.931 0.42
H 5.053 3.375 3.930 0.50
H 3.283 3.112 2.267 0.48
O -1.970 1.212 -0.308 -0.05
N -3.066 1.330 0.449 0.42
C -3.910 2.344 0.149 -0.38
C -5.050 2.507 0.882 -0.89
C -5.311 1.616 1.933 -0.25
C -4.433 0.601 2.211 -0.93
C -3.265 0.444 1.445 0.56
S -2.086 -0.773 1.653 -0.32
H -3.588 2.968 -0.670 0.57
H -5.723 3.315 0.642 0.47
H -6.205 1.731 2.528 0.42
H -4.610 -0.096 3.016 0.50
```

Results
**Strongest force on any atom**: 0.85 eV/Å
**Orbital gap (alpha / beta)**: 6.112 / 6.206 eV
**Relative energy (zero: lowest compared OMol25 entry of this formula, charge and spin)**: 45.1 kcal/mol
**Multiplicity**: 2
**DFT total energy**: -217007.875 eV
**Charge**: +2

=====

Entry 3:
Density functional theory data (wB97M-V/def2-TZVPD) for an isolated molecule of C5H3NO2 at a distorted geometry.

The geometry in XYZ format:
```
11
Properties=species:S:1:pos:R:3:nbo_charge:R:1
C -1.679 0.148 -0.126 0.41
C -0.412 -0.497 0.102 -0.39
C 0.439 0.567 0.114 0.28
C 2.025 0.422 0.145 -0.04
C 3.172 -0.278 -0.304 -0.18
H -2.883 -1.294 -0.581 0.49
H -0.238 -1.487 0.734 0.27
H 4.127 -0.397 0.011 0.21
N -1.459 1.470 -0.135 -0.16
O -2.961 -0.370 -0.001 -0.64
O -0.131 1.717 0.042 -0.24
```

Results
**Strongest force on any atom**: 13.41 eV/Å
**SMILES string**: C#Cc1cc(O)no1
**Orbital gap**: 9.120 eV
**Relative energy (zero: lowest compared OMol25 entry of this formula, charge and spin)**: 137.8 kcal/mol
**DFT total energy**: -10811.440 eV